Entry 1:
ORCA calculation (ωB97M-V/def2-TZVPD) on the molecule C3O3.

Properties
Gap between HOMO and LUMO ... 9.13 eV
SMILES ... O=C=C1OC1=O
Energy relative to the best compared isomer or geometry (same formula, charge and spin) ... 0.0 kcal per mole
LUMO energy ... -0.0356 Ha

ORCA input file:
```
! RIJCOSX wB97M-V def2-TZVPD def2/J DEFGRID3
* xyz 0 1
C 0.183 -0.253 0.333
C 1.349 0.047 -0.086
C -1.233 0.100 0.043
O -0.882 -1.143 -0.159
O 2.490 0.342 -0.098
O -2.031 0.926 -0.080
*
```

Entry 2:
ORCA calculation (ωB97M-V/def2-TZVPD) on a structure of composition C32H57O5PtSi4.

Properties
Gap between HOMO and LUMO (alpha / beta) ... 4.93 / 5.05 eV
LUMO energy (alpha / beta) ... 0.0886 / 0.0395 Ha

ORCA input file:
```
! RIJCOSX wB97M-V def2-TZVPD def2/J DEFGRID3
* xyz -1 5
C 2.192 -4.945 -3.195
C 2.161 -3.408 -3.496
C 2.347 -5.108 -1.668
C 3.051 -3.807 -1.228
H 2.938 -6.003 -1.449
H 1.351 -5.174 -1.203
C 2.392 -2.716 -2.152
H 1.189 -3.161 -3.951
H 2.980 -3.158 -4.194
C 1.010 -2.217 -1.569
H 3.052 -1.839 -2.229
H 4.100 -3.880 -1.563
C 3.064 -3.537 0.215
C 0.942 -5.698 -3.606
C 3.345 -5.667 -3.937
O 4.302 -6.079 -3.303
O -0.126 -5.182 -3.893
O 1.131 -7.028 -3.608
O 3.266 -5.893 -5.266
C 2.307 -5.312 -6.193
H 1.930 -4.324 -5.890
H 1.488 -6.026 -6.340
H 2.883 -5.230 -7.117
C -0.052 -7.768 -3.900
H -0.801 -7.591 -3.120
H 0.262 -8.810 -3.914
H -0.460 -7.464 -4.869
O 1.128 -1.564 -0.401
H 0.323 -3.101 -1.482
H 0.518 -1.594 -2.372
C 4.185 -2.767 0.763
C 2.026 -4.068 1.105
H 1.967 -5.170 1.094
H 1.029 -3.687 0.832
H 2.217 -3.743 2.138
H 3.835 -2.079 1.545
H 4.694 -2.182 -0.014
H 4.939 -3.428 1.226
Pt -0.225 0.640 0.897
C 0.980 2.191 0.058
C 1.922 1.284 -0.600
C 1.357 0.893 -1.831
H 2.900 1.014 -0.205
C 0.071 1.470 -1.974
C -0.233 2.224 -0.800
H -1.087 2.883 -0.636
H 1.209 2.965 0.774
H 1.866 0.341 -2.617
H -0.563 1.402 -2.858
C -1.785 -0.849 1.200
C -2.329 0.378 0.520
C -2.412 0.057 -0.891
H -2.864 1.165 1.046
C -2.041 -1.288 -1.074
C -1.647 -1.848 0.164
H -1.369 -2.881 0.330
H -1.898 -1.037 2.264
H -2.784 0.726 -1.664
H -2.089 -1.823 -2.020
C 2.602 3.114 3.806
Si 0.835 3.686 3.490
C 0.233 4.637 5.018
C 0.828 4.999 2.129
Si -0.426 1.693 3.018
Si 0.135 0.228 4.764
C 0.191 1.223 6.375
C -1.104 -1.170 4.978
C 1.824 -0.528 4.409
Si -2.618 2.450 3.569
C -2.906 3.218 5.277
C -2.937 3.749 2.239
C -3.916 1.079 3.489
H 3.202 4.017 4.000
H 3.028 2.608 2.929
H 2.703 2.445 4.671
H 1.015 5.377 5.252
H -0.697 5.186 4.813
H 0.078 4.013 5.907
H 1.462 4.743 1.271
H -0.180 5.224 1.756
H 1.244 5.920 2.570
H -0.763 1.715 6.610
H 0.406 0.496 7.173
H 0.979 1.988 6.385
H -1.043 -1.896 4.157
H -0.841 -1.695 5.910
H -2.145 -0.835 5.065
H 1.788 -1.181 3.523
H 2.610 0.219 4.245
H 2.111 -1.145 5.275
H -2.289 4.098 5.490
H -3.962 3.533 5.296
H -2.765 2.490 6.087
H -2.901 3.335 1.222
H -3.952 4.140 2.409
H -2.234 4.591 2.291
H -3.972 0.567 2.522
H -3.770 0.321 4.270
H -4.889 1.564 3.670
*
```

Entry 3:
ORCA calculation (ωB97M-V/def2-TZVPD) on the molecule C4H4O3.

Properties
Gap between HOMO and LUMO ... 9.60 eV
SMILES ... C=C=C(O)OC=O
Energy relative to the best compared isomer or geometry (same formula, charge and spin) ... 59.5 kcal per mole
LUMO energy ... 0.0196 Ha

ORCA input file:
```
! RIJCOSX wB97M-V def2-TZVPD def2/J DEFGRID3
* xyz 0 1
C 0.473 -0.246 -0.748
C 0.496 0.154 0.514
C -1.820 -0.520 -0.679
C 0.717 0.888 1.567
O 1.504 -0.757 -1.458
O -0.686 -0.265 -1.453
O -2.819 -0.898 -1.198
H 2.336 -0.593 -0.997
H -1.821 -0.184 0.375
H 0.971 1.939 1.506
H 0.651 0.481 2.568
*
```

Entry 4:
ORCA calculation (ωB97M-V/def2-TZVPD) on a structure of composition C2H2NO3.

Properties
Gap between HOMO and LUMO (alpha / beta) ... 8.49 / 8.45 eV
Energy relative to the best compared isomer or geometry (same formula, charge and spin) ... 153.7 kcal per mole
LUMO energy (alpha / beta) ... 0.1538 / 0.1525 Ha

ORCA input file:
```
! RIJCOSX wB97M-V def2-TZVPD def2/J DEFGRID3
* xyz -1 1
C -0.915 -0.747 0.417
C 0.880 0.821 -1.143
N 0.066 -0.028 0.300
O 1.068 1.973 -0.902
O 0.962 -0.250 2.149
O 0.940 0.016 -2.014
H -1.192 -1.103 1.461
H -1.810 -0.682 -0.267
*
```

Entry 5:
ORCA calculation (ωB97M-V/def2-TZVPD) on a cluster of 2 separate species, C2H3BrClNO in total.

Properties
Gap between HOMO and LUMO ... 10.80 eV
SMILES ... [H]/N=C\Br.O=CCl
Energy relative to the best compared isomer or geometry (same formula, charge and spin) ... 22.3 kcal per mole
LUMO energy ... 0.0106 Ha

ORCA input file:
```
! RIJCOSX wB97M-V def2-TZVPD def2/J DEFGRID3
* xyz 0 1
C 1.751 -1.358 0.508
C -1.290 1.061 0.086
N -1.272 2.010 -0.667
O 1.316 -0.671 1.379
Cl 1.814 -0.808 -1.228
Br -1.998 -0.737 -0.117
H -0.907 1.044 1.167
H 2.203 -2.330 0.461
H -1.617 1.789 -1.588
*
```

Entry 6:
ORCA calculation (ωB97M-V/def2-TZVPD) on the molecule C5H8N2.

Properties
Gap between HOMO and LUMO ... 8.46 eV
SMILES ... Cc1cc(N)c[nH]1
Energy relative to the best compared isomer or geometry (same formula, charge and spin) ... 7.9 kcal per mole
LUMO energy ... 0.0404 Ha

ORCA input file:
```
! RIJCOSX wB97M-V def2-TZVPD def2/J DEFGRID3
* xyz 0 1
C -2.183 0.283 0.824
C -0.721 0.158 0.541
C -0.086 0.568 -0.601
C 1.190 -0.050 -0.657
N 1.963 -0.021 -1.836
C 1.340 -0.763 0.514
N 0.156 -0.622 1.236
H -2.468 0.093 1.864
H -2.528 1.284 0.545
H -2.722 -0.436 0.190
H -0.519 1.203 -1.362
H 2.953 0.145 -1.735
H 1.573 0.643 -2.495
H 2.110 -1.445 0.843
H -0.056 -1.039 2.128
*
```